(1)
Computed, not measured: a cluster of 5 separate species, H10O5 in total at a distorted geometry, with the ωB97M-V functional and the def2-TZVPD basis.

## Properties
**Energy relative to the best compared isomer or geometry (same formula, charge and spin)**: 124.55 kJ/mol
**Frontier orbital gap**: 10.05 eV
**HOMO**: -0.3708 Ha
**F_max**: 0.048 hartree/bohr
**Total energy**: -382.1767 a.u.

Geometry as ORCA input:
```
! wB97M-V def2-TZVPD RIJCOSX def2/J DEFGRID3
* xyz 0 1
O -11.23833 18.43769 -9.94085
H -10.27829 18.64402 -9.86546
H -11.23089 17.50214 -9.72908
O -15.96680 15.61486 -8.37504
H -15.44232 16.07709 -7.73949
H -16.62419 15.12545 -7.91660
O -14.65423 13.39654 -9.22142
H -15.02927 12.52456 -9.22617
H -15.19867 14.01151 -8.66299
O -14.75560 14.27763 -11.84134
H -14.95887 14.06091 -10.93736
H -14.92971 15.23433 -11.80606
O -14.78111 17.04512 -10.55758
H -14.03949 17.50199 -10.23752
H -15.18991 16.47795 -9.87990
*
```

Now the natural (NBO) charges, all in e:
1 O -0.94
2 H 0.47
3 H 0.47
4 O -0.95
5 H 0.49
6 H 0.49
7 O -0.97
8 H 0.48
9 H 0.48
10 O -0.97
11 H 0.47
12 H 0.47
13 O -0.97
14 H 0.48
15 H 0.49



(2)
Computed, not measured: a cluster of 2 separate species, C5H9N2 in total at a distorted geometry, with the ωB97M-V functional and the def2-TZVPD basis.

## Properties
**Energy relative to the best compared isomer or geometry (same formula, charge and spin)**: 638.26 kJ/mol
**Frontier orbital gap**: 8.66 eV
**HOMO**: -0.5042 Ha
**F_max**: 0.096 hartree/bohr
**Total energy**: -304.9869 a.u.

Geometry as ORCA input:
```
! wB97M-V def2-TZVPD RIJCOSX def2/J DEFGRID3
* xyz 1 1
C 3.56766 0.55235 -0.36406
C 0.75805 -0.81944 0.09078
C -2.43690 1.13214 0.05671
C -0.09018 0.23958 -0.28899
C 0.95833 -2.04976 0.40340
N 2.57579 0.00617 -0.20139
N -1.41107 0.13627 0.65641
H 4.32151 1.21780 -0.78332
H -2.81476 0.97673 -1.00686
H -2.29590 2.14636 0.20129
H 0.22262 1.16735 0.16535
H -0.36598 0.31229 -1.32432
H -3.45301 1.01206 0.57033
H 1.97774 -2.54813 0.40243
H 0.14872 -2.70024 0.85473
H -1.66261 -0.78154 0.56751
*
```

Now the natural (NBO) charges, all in e:
1 C 0.30
2 C 0.44
3 C -0.46
4 C -0.42
5 C -0.46
6 N -0.32
7 N -0.52
8 H 0.29
9 H 0.20
10 H 0.22
11 H 0.28
12 H 0.25
13 H 0.24
14 H 0.31
15 H 0.31
16 H 0.35



(3)
Computed, not measured: an isolated molecule of C5H10N2O at a distorted geometry, with the ωB97M-V functional and the def2-TZVPD basis.

## Properties
**Energy relative to the best compared isomer or geometry (same formula, charge and spin)**: 163.41 kJ/mol
**Frontier orbital gap**: 9.95 eV
**HOMO**: -0.3305 Ha
**F_max**: 0.063 hartree/bohr
**Total energy**: -381.2232 a.u.

Geometry as ORCA input:
```
! wB97M-V def2-TZVPD RIJCOSX def2/J DEFGRID3
* xyz 0 1
N -2.61336 1.37630 0.94375
C -1.24163 1.24629 0.87206
N -0.76141 0.15545 1.32419
C 0.68260 0.01461 1.20419
C 1.27255 0.17558 -0.20536
C 1.36477 -1.22531 -0.97023
C 0.09887 -1.40596 -1.67488
O -0.04241 -1.50768 -2.88217
H -3.19430 1.91050 0.31882
H -3.05545 0.54725 1.28880
H -0.70846 2.09564 0.45444
H 1.07377 -0.91044 1.63569
H 1.18379 0.74704 1.85719
H 2.22845 0.70138 -0.20901
H 0.64267 0.77603 -0.85855
H 2.21131 -1.04958 -1.63535
H 1.70488 -2.02748 -0.32109
H -0.84663 -1.61961 -1.14247
*
```

Now the natural (NBO) charges, all in e:
1 N -0.82
2 C 0.27
3 N -0.51
4 C -0.25
5 C -0.39
6 C -0.52
7 C 0.41
8 O -0.53
9 H 0.39
10 H 0.39
11 H 0.16
12 H 0.19
13 H 0.18
14 H 0.22
15 H 0.20
16 H 0.23
17 H 0.23
18 H 0.13